This record from the Open Molecules 2025 dataset describes the molecule C20H27N5OS. The level of theory is the ωB97M-V functional and the def2-TZVPD basis.

Last columns: bonded neighbours and bond lengths (Å).
Element x y z (Å)
1 S -0.727 -0.119 -3.149  C24 1.671
2 O 1.373 -3.007 0.116  C13 1.213
3 N -2.627 -0.445 -1.344  C18 1.455, C24 1.350, C25 1.454
4 N 4.251 1.049 0.352  C17 1.448, C23 1.452, C27 1.449
5 N -1.205 -2.245 -1.681  C10 1.448, C24 1.353, H35 1.011
6 N -3.236 3.283 1.181  C12 1.321, C26 1.321
7 N 1.419 -1.005 -0.945  C9 1.443, C13 1.342, H51 1.016
8 C -1.565 -3.257 2.383  C16 1.383, C20 1.384, H29 1.079
9 C 2.192 -0.278 0.032  N7 1.443, C23 1.532, H38 1.095, H46 1.091
10 C 0.124 -2.761 -1.940  N5 1.448, C13 1.539, H30 1.090, H37 1.092
11 C -1.388 2.350 -0.657  C15 1.393, C19 1.384, H39 1.080
12 C -3.587 2.419 0.245  N6 1.321, C15 1.390, H48 1.084
13 C 1.062 -2.292 -0.814  O2 1.213, N7 1.342, C10 1.539
14 C -0.483 -1.123 2.316  C16 1.384, C22 1.383, H49 1.079
15 C -2.708 1.906 -0.702  C11 1.393, C12 1.390, C25 1.505
16 C -0.580 -2.400 2.840  C8 1.383, C14 1.384, H36 1.078
17 C 3.688 2.324 0.746  N4 1.448, H50 1.089, H52 1.088, H53 1.103
18 C -3.289 -1.121 -0.239  N3 1.455, C21 1.513, H32 1.093, H40 1.099
19 C -1.015 3.258 0.319  C11 1.384, C26 1.388, H45 1.079
20 C -2.442 -2.843 1.396  C8 1.384, C21 1.391, H41 1.082
21 C -2.343 -1.565 0.856  C18 1.513, C20 1.391, C22 1.389
22 C -1.359 -0.706 1.331  C14 1.383, C21 1.389, H33 1.080
23 C 3.423 0.359 -0.621  N4 1.452, C9 1.532, H31 1.106, H44 1.092
24 C -1.559 -0.974 -1.979  S1 1.671, N3 1.350, N5 1.353
25 C -3.134 0.869 -1.705  N3 1.454, C15 1.505, H28 1.093, H47 1.094
26 C -1.979 3.688 1.220  N6 1.321, C19 1.388, H43 1.082
27 C 5.610 1.214 -0.125  N4 1.449, H34 1.089, H42 1.101, H54 1.089
28 H -2.731 1.118 -2.691  C25 1.093
29 H -1.648 -4.255 2.787  C8 1.079
30 H 0.076 -3.851 -1.940  C10 1.090
31 H 3.095 1.032 -1.434  C23 1.106
32 H -4.002 -0.410 0.185  C18 1.093
33 H -1.277 0.289 0.920  C22 1.080
34 H 6.036 0.235 -0.339  C27 1.089
35 H -1.644 -2.670 -0.876  N5 1.011
36 H 0.114 -2.728 3.598  C16 1.078
37 H 0.463 -2.401 -2.913  C10 1.092
38 H 1.559 0.491 0.487  C9 1.095
39 H -0.674 1.985 -1.382  C11 1.080
40 H -3.859 -1.982 -0.615  C18 1.099
41 H -3.209 -3.517 1.039  C20 1.082
42 H 5.673 1.834 -1.032  C27 1.101
43 H -1.739 4.390 2.007  C26 1.082
44 H 4.016 -0.443 -1.068  C23 1.092
45 H -0.001 3.623 0.380  C19 1.079
46 H 2.501 -0.985 0.804  C9 1.091
47 H -4.225 0.819 -1.767  C25 1.094
48 H -4.631 2.127 0.252  C12 1.084
49 H 0.280 -0.449 2.674  C14 1.079
50 H 4.336 2.781 1.492  C17 1.089
51 H 1.080 -0.487 -1.751  N7 1.016
52 H 2.709 2.171 1.196  C17 1.088
53 H 3.583 3.020 -0.102  C17 1.103
54 H 6.204 1.684 0.658  C27 1.089

For the frontier orbital gap, the calculation gives 9.08 eV. The LUMO energy is 0.61 eV. As for the SMILES: CN(C)CCNC(=O)CNC(=S)N(Cc1ccccc1)Cc1cccnc1.